The following is a quantum chemistry calculation of the molecule C8H13FN2O, from OMol25.

The calculation puts the relative energy (zero: lowest compared OMol25 entry of this formula, charge and spin) at 17.0 kcal/mol. The charge is 0. As for the SMILES: CO/N=C(\F)C1=CCCN(C)C1. For the frontier orbital gap, the calculation gives 9.04 eV.

XYZ file:
```
25
C8H13FN2O (wB97M-V/def2-TZVPD)
C 2.315 -2.590 2.982
O 0.928 -2.477 2.655
N 0.936 -1.663 1.517
C -0.236 -1.406 1.104
F -1.280 -1.852 1.748
C -0.530 -0.458 -0.036
C -1.759 -0.363 -0.489
C -1.971 0.595 -1.676
C -0.727 1.152 -2.388
N 0.228 1.519 -1.373
C 0.005 2.799 -0.602
C 0.690 0.379 -0.635
H 2.941 -2.986 2.215
H 2.867 -1.619 3.229
H 2.212 -3.393 3.678
H -2.575 -1.032 -0.048
H -2.670 1.324 -1.328
H -2.694 -0.020 -2.317
H -0.972 2.013 -2.991
H -0.285 0.301 -2.956
H -0.660 3.482 -1.359
H 0.980 3.113 -0.276
H -0.567 2.557 0.305
H 1.483 -0.126 -1.196
H 1.340 0.749 0.237
```

Atom charges from the natural (NBO) analysis, given in e for atoms 1 to 6: C -0.256; O -0.382; N -0.221; C 0.577; F -0.305; C -0.125

The following is a quantum chemistry calculation of a structure of composition C28H31BaFN6S3, from OMol25.

The calculation puts the relative energy (zero: lowest compared OMol25 entry of this formula, charge and spin) at 13.1 kcal/mol. The charge is 0. For the frontier orbital gap, the calculation gives 6.79 eV.

XYZ file:
```
70
C28H31BaFN6S3 (wB97M-V/def2-TZVPD)
Ba 1.705 -0.023 -0.304
C -1.675 -3.391 -2.679
C -1.795 -1.871 -2.550
C -0.493 -1.216 -3.029
C -2.317 -1.447 -1.181
C -3.648 -1.042 -1.096
C -4.218 -0.692 0.117
C -3.441 -0.738 1.263
C -2.103 -1.127 1.221
C -1.301 -1.115 2.509
C -1.744 -2.218 3.473
C -1.369 0.248 3.203
C -1.536 -1.497 -0.013
N -0.164 -1.811 -0.122
C 0.265 -3.045 0.257
C -0.514 -4.141 0.686
C 0.052 -5.363 1.029
C 1.424 -5.582 0.969
C 2.237 -4.532 0.546
C 1.638 -3.352 0.218
F 2.474 -2.294 -0.200
H -1.435 -3.671 -3.709
H -2.608 -3.884 -2.399
H -0.885 -3.777 -2.030
H -2.569 -1.547 -3.251
H 0.365 -1.651 -2.517
H -0.492 -0.133 -2.869
H -0.364 -1.384 -4.101
H -4.244 -1.006 -2.003
H -5.253 -0.377 0.167
H -3.876 -0.453 2.215
H -0.259 -1.311 2.244
H -2.797 -2.091 3.745
H -1.158 -2.180 4.395
H -1.623 -3.208 3.032
H -2.349 0.399 3.666
H -1.210 1.067 2.501
H -0.614 0.331 3.989
H -1.590 -4.007 0.732
H -0.601 -6.166 1.350
H 1.857 -6.535 1.238
H 3.314 -4.625 0.469
S 2.172 1.970 1.943
C 0.698 2.518 1.203
N 0.184 2.053 0.080
C -1.056 2.653 -0.205
C -1.884 2.331 -1.277
C -3.094 2.986 -1.413
C -3.488 3.964 -0.495
C -2.676 4.290 0.577
C -1.463 3.620 0.714
S -0.266 3.760 1.958
H -1.597 1.562 -1.981
H -3.750 2.725 -2.234
H -4.441 4.464 -0.619
H -2.984 5.036 1.298
C 4.777 5.386 -0.626
C 5.348 4.020 -0.711
N 6.599 3.707 -0.597
N 6.598 2.339 -0.714
C 5.394 1.790 -0.898
S 5.012 0.157 -1.032
N 4.588 2.887 -0.920
N 3.204 2.804 -1.057
H 5.585 6.090 -0.447
H 4.056 5.449 0.191
H 4.270 5.666 -1.552
H 7.453 1.817 -0.630
H 2.873 3.573 -1.625
H 2.805 2.842 -0.115
```

Atom charges from the natural (NBO) analysis, given in e for atoms 1 to 6: Ba 1.819; C -0.600; C -0.232; C -0.598; C -0.039; C -0.210

- frontier orbital gap of number 1 (C8H13FN2O)?
  9.04 eV